C22H23FN2S | the ωB97M-V functional and the def2-TZVPD basis

Summary:
SMILES string: CC1CCN(C(=S)c2cn(Cc3ccc(F)cc3)c3ccccc23)CC1
HOMO level in eV: -7.596
Strongest force on any atom in eV/Å: 0.73
Electronic energy in Eh: -1459.71774
Total charge: 0
Relative energy (zero: lowest compared OMol25 entry of this formula, charge and spin) in kcal per mole: 4.6
LUMO energy in eV: 0.5

Each line ends with the natural charge from an NBO analysis.
Atoms and positions in Å:
C (2.70, 5.43, 1.36)  -0.59
C (2.41, 3.94, 1.38)  -0.22
C (3.68, 3.11, 1.60)  -0.41
C (3.29, 1.65, 1.83)  -0.23
N (2.21, 1.25, 0.96)  -0.39
C (1.29, 0.36, 1.38)  0.15
S (1.36, -0.32, 2.89)  -0.20
C (0.24, -0.08, 0.48)  -0.19
C (0.37, -0.66, -0.76)  0.00
N (-0.85, -1.04, -1.24)  -0.36
C (-1.08, -1.78, -2.45)  -0.22
C (-1.54, -3.20, -2.20)  -0.06
C (-2.35, -3.84, -3.13)  -0.19
C (-2.76, -5.14, -2.92)  -0.28
C (-2.36, -5.79, -1.77)  0.39
F (-2.77, -7.06, -1.56)  -0.32
C (-1.56, -5.17, -0.82)  -0.27
C (-1.15, -3.87, -1.05)  -0.18
C (-1.80, -0.74, -0.30)  0.20
C (-3.18, -0.94, -0.32)  -0.26
C (-3.90, -0.52, 0.77)  -0.21
C (-3.27, 0.08, 1.87)  -0.23
C (-1.91, 0.28, 1.90)  -0.17
C (-1.16, -0.14, 0.80)  -0.08
C (2.09, 2.02, -0.25)  -0.22
C (1.74, 3.48, 0.07)  -0.41
H (3.11, 5.76, 2.31)  0.21
H (1.79, 6.00, 1.16)  0.21
H (3.42, 5.67, 0.58)  0.20
H (1.73, 3.73, 2.21)  0.20
H (4.22, 3.48, 2.47)  0.22
H (4.33, 3.22, 0.73)  0.19
H (4.15, 0.99, 1.67)  0.20
H (2.96, 1.51, 2.86)  0.24
H (1.26, -0.85, -1.32)  0.22
H (-0.15, -1.79, -3.03)  0.22
H (-1.84, -1.25, -3.05)  0.21
H (-2.66, -3.32, -4.02)  0.21
H (-3.39, -5.65, -3.63)  0.23
H (-1.27, -5.71, 0.07)  0.23
H (-0.52, -3.38, -0.32)  0.23
H (-3.66, -1.42, -1.16)  0.22
H (-4.97, -0.67, 0.79)  0.21
H (-3.88, 0.39, 2.71)  0.21
H (-1.43, 0.73, 2.75)  0.23
H (3.04, 1.96, -0.79)  0.19
H (1.32, 1.59, -0.89)  0.23
H (2.08, 4.11, -0.76)  0.20
H (0.66, 3.59, 0.15)  0.21

---

C22H23N2O2 | the ωB97M-V functional and the def2-TZVPD basis

Summary:
SMILES string: Cc1cn(C(c2ccc3c(c2)CCO3)c2ccc3c(c2)CCO3)c(C)[nH+]1
HOMO level in eV: -10.726
Strongest force on any atom in eV/Å: 5.07
Electronic energy in Eh: -1111.84611
Total charge: +1
Relative energy (zero: lowest compared OMol25 entry of this formula, charge and spin) in kcal per mole: 59.5
LUMO energy in eV: -2.4

Each line ends with the natural charge from an NBO analysis.
Atoms and positions in Å:
C (4.50, 2.14, -0.45)  -0.65
C (3.20, 1.66, 0.09)  0.16
C (2.08, 1.03, -0.40)  -0.07
N (1.20, 0.72, 0.65)  -0.30
C (-0.22, 0.05, 0.25)  0.01
C (-0.57, -1.36, 0.53)  -0.15
C (-1.37, -2.31, -0.28)  -0.10
C (-1.66, -3.62, 0.10)  -0.28
C (-1.34, -3.99, 1.42)  0.35
C (-0.78, -3.08, 2.31)  -0.09
C (-0.43, -1.78, 1.89)  -0.15
C (-0.61, -3.80, 3.61)  -0.46
C (-1.04, -5.24, 3.30)  -0.06
O (-1.51, -5.25, 1.89)  -0.47
C (-0.53, 0.54, -1.07)  -0.17
C (-0.56, -0.30, -2.25)  -0.17
C (-0.99, 0.12, -3.49)  -0.26
C (-1.47, 1.44, -3.59)  0.33
C (-1.55, 2.28, -2.46)  -0.03
C (-1.14, 1.83, -1.20)  -0.16
C (-2.03, 3.62, -2.96)  -0.47
C (-2.16, 3.42, -4.48)  -0.07
O (-1.78, 2.03, -4.78)  -0.47
C (1.74, 1.27, 1.74)  0.42
C (1.34, 1.45, 3.18)  -0.68
N (2.93, 1.79, 1.38)  -0.47
H (4.52, 1.90, -1.49)  0.25
H (4.64, 3.19, -0.34)  0.24
H (5.34, 1.67, 0.02)  0.24
H (1.85, 0.80, -1.46)  0.27
H (-0.72, 0.75, 1.13)  0.21
H (-1.78, -2.11, -1.28)  0.22
H (-2.10, -4.37, -0.51)  0.24
H (-0.03, -1.06, 2.61)  0.19
H (-1.25, -3.39, 4.39)  0.23
H (0.43, -3.81, 3.97)  0.23
H (-0.23, -5.99, 3.39)  0.20
H (-1.87, -5.59, 3.94)  0.20
H (-0.22, -1.35, -2.17)  0.23
H (-0.91, -0.46, -4.41)  0.24
H (-1.29, 2.46, -0.33)  0.21
H (-3.00, 3.89, -2.51)  0.23
H (-1.32, 4.44, -2.75)  0.23
H (-1.51, 4.08, -5.07)  0.20
H (-3.19, 3.58, -4.83)  0.20
H (0.32, 1.05, 3.39)  0.26
H (2.10, 0.94, 3.81)  0.25
H (1.40, 2.52, 3.48)  0.26
H (3.55, 2.20, 2.12)  0.44

---

What is the LUMO energy in the first record?
0.5 eV